Record 1
C48H68N5O2S2SeSiTi as an isolated structure in a non-equilibrium geometry. Source: the Open Molecules 2025 dataset; level of theory: the ωB97M-V functional and the def2-TZVPD basis.

Geometry as XYZ:
```
128
Properties=species:S:1:pos:R:3:forces:R:3
Ti -0.71020 1.86486 0.18722 -2.0602 -1.4252 0.8112
C 3.56357 1.92510 0.22593 -0.2570 -0.0077 -0.1515
C 2.17007 2.48801 0.16406 0.6475 0.0934 0.0591
N 1.15605 1.76833 0.74287 0.2622 -0.7604 0.2338
N 1.58726 1.07365 1.84568 0.5534 0.3076 0.6200
C 0.69856 0.62983 2.65233 0.1521 0.4056 0.4283
S -1.00388 0.76006 2.43765 0.3108 0.1860 -0.2490
S 1.31108 0.00623 4.21173 0.2588 0.1657 0.1379
C 0.90755 1.43626 5.34311 -0.1281 -0.4694 -0.4962
C 1.10283 2.78453 4.71834 0.0539 -0.1472 -0.2062
C 2.36099 3.16144 4.25255 -0.0146 0.0318 0.0644
C 2.54943 4.39180 3.65070 0.0621 0.0669 -0.0009
C 1.48421 5.26969 3.50707 -0.0421 -0.0193 -0.0620
C 0.22465 4.88949 3.93802 -0.0571 0.1093 0.0643
C 0.03168 3.64893 4.53150 0.0514 0.0501 0.0803
C 1.92595 3.79580 -0.32289 -0.3184 0.0464 0.3894
C 2.98764 4.62704 -0.75615 -0.0080 -0.1193 0.0060
C 2.78930 5.93817 -1.12874 -0.0294 0.1232 -0.0818
C 1.51263 6.48986 -1.09538 0.1085 0.0060 -0.0285
C 0.44524 5.70320 -0.68083 -0.1220 -0.1110 0.1187
C 0.61453 4.37648 -0.29934 0.7629 0.7320 -0.0707
O -0.45225 3.67683 0.08410 0.0016 1.1432 -0.2417
H 4.19216 2.45579 0.94698 0.0595 0.0294 -0.0056
H 4.03621 1.97823 -0.75869 0.0837 0.0624 -0.0092
H 3.50495 0.88378 0.53284 0.0841 0.0087 -0.0078
H 1.58464 1.30086 6.18683 -0.0588 -0.0911 0.0487
H -0.12261 1.28641 5.66350 0.0258 0.1817 0.0970
H 3.18808 2.46936 4.34688 0.0079 -0.0529 -0.0280
H 3.52554 4.67377 3.27817 0.0468 -0.0287 0.0027
H 1.63783 6.23583 3.04615 -0.0247 0.0151 -0.0805
H -0.61181 5.56783 3.81824 -0.0213 -0.0357 -0.0316
H -0.95869 3.35697 4.85972 -0.0021 -0.0674 -0.0270
H 3.98849 4.21926 -0.78305 0.0232 -0.0255 0.0158
H 3.63106 6.54178 -1.44590 0.0237 -0.0159 -0.0152
H 1.35200 7.51775 -1.39367 -0.0365 0.0129 0.0072
H -0.55513 6.12072 -0.64480 -0.0252 -0.0707 0.0003
O -2.85897 2.93200 0.16939 0.2931 0.0974 -0.1747
C -3.38367 3.49872 1.36179 -0.1875 0.1182 0.3500
C -3.99895 2.40899 2.23210 0.1039 -0.0514 -0.3844
C -4.86583 1.44111 1.40745 0.1012 0.0480 0.1128
C -4.18377 0.13487 1.07873 0.0278 0.3063 -0.1868
C -4.83638 -1.07212 1.30956 -0.0494 -0.3033 -0.0161
C -4.26099 -2.25703 0.88193 0.0772 0.2169 -0.0665
C -3.02342 -2.19952 0.25749 -0.0543 -0.1453 0.0160
C -2.42031 -0.96604 0.12303 -0.1098 0.2613 -0.0245
N -2.98109 0.18624 0.50218 -0.1541 -0.6139 0.0140
H -2.21800 3.56399 -0.20731 -0.3398 0.3829 -0.0494
H -4.15856 4.23186 1.09043 0.0991 -0.0483 0.0254
H -2.59393 4.01417 1.92063 -0.0104 0.0118 -0.0748
H -4.59481 2.89026 3.01077 0.0089 0.0119 -0.0055
H -3.20340 1.84573 2.71686 -0.0342 0.0916 0.1150
H -5.12114 1.91813 0.45643 -0.1054 -0.0345 0.0081
H -5.79507 1.22623 1.93651 -0.0326 -0.0402 -0.0529
H -5.80023 -1.08424 1.80144 -0.0252 0.0791 -0.0050
H -4.77405 -3.20063 1.01450 -0.0022 -0.0337 0.0467
H -2.53892 -3.09096 -0.11834 0.0757 0.0093 0.0291
H -1.44263 -0.86485 -0.33419 -0.0269 -0.2270 -0.0210
C -1.44800 3.46080 -2.98645 0.1493 -0.2468 0.2855
Si -0.96139 1.64139 -2.47337 -0.1814 0.1933 -1.6096
C 0.65459 1.37633 -3.62880 -0.0897 -0.1157 0.1146
C 1.38366 0.09503 -3.22068 -0.1153 0.1372 0.0354
C 0.42334 1.33583 -5.14217 -0.1121 -0.0090 0.1950
C 1.61469 2.53835 -3.37705 -0.2083 -0.0193 0.0556
C -2.45568 0.66708 -3.39191 0.0883 -0.0190 0.1934
C -3.72425 0.75671 -2.53669 0.1184 0.0398 -0.0324
C -2.85744 1.24480 -4.75476 0.2140 0.0299 0.0835
C -2.10581 -0.81349 -3.57607 0.0419 0.1323 0.0336
H -1.42646 3.62321 -4.06642 -0.0004 -0.1032 -0.0640
H -0.76309 4.18211 -2.54025 0.0075 0.0411 0.0235
H -2.45526 3.70810 -2.63799 -0.0614 -0.0112 0.0178
H 0.75565 -0.78676 -3.36639 0.0115 -0.0883 0.0668
H 1.66525 0.14347 -2.16807 0.0427 -0.1012 -0.0064
H 2.29525 -0.03795 -3.81737 0.0707 0.0051 -0.0432
H -0.12363 0.44559 -5.45315 -0.0405 0.0054 -0.0701
H 1.39086 1.32273 -5.65903 0.0644 -0.0091 -0.0027
H -0.11562 2.22323 -5.47834 -0.0252 -0.0138 -0.1020
H 1.80727 2.65149 -2.31656 0.0960 0.0446 0.0370
H 1.20866 3.47866 -3.75247 0.0260 0.0972 0.0213
H 2.57290 2.35750 -3.87894 0.0473 -0.0186 -0.0541
H -3.94721 1.79312 -2.27377 -0.0704 0.0313 0.0543
H -3.62693 0.19424 -1.61959 -0.0751 0.0085 0.0343
H -4.58183 0.35039 -3.08769 -0.0387 0.0005 -0.0704
H -3.25754 2.25242 -4.63893 -0.0082 0.0573 -0.0646
H -3.64657 0.62340 -5.19613 -0.0600 -0.0288 0.0006
H -2.03269 1.28029 -5.46059 -0.0507 0.0443 -0.0603
H -1.75143 -1.25750 -2.64297 0.0312 -0.0788 0.0300
H -1.32525 -0.94179 -4.32727 0.0377 -0.0697 -0.0065
H -2.98411 -1.38199 -3.90675 -0.0528 -0.0303 -0.0253
C -1.44941 -5.16795 3.95624 -0.0463 0.0577 -0.1815
C -1.51139 -4.17609 2.79673 0.1207 -0.0032 0.2309
C -0.55471 -2.99495 2.93949 -0.0776 -0.2348 -0.1998
C 0.92254 -3.34883 2.76619 -0.1976 0.3027 0.3108
N 1.19474 -3.95912 1.47841 -0.0714 -0.0488 -0.4588
C 1.17238 -3.27885 0.29393 0.2207 0.3860 -0.1014
Se 1.12721 -1.46627 0.10409 0.0208 -0.4194 0.0038
N 1.32806 -4.19692 -0.71179 -0.1242 0.1257 0.4802
C 1.38287 -3.86773 -2.11755 0.1920 0.0085 -0.4557
C 2.78479 -3.94141 -2.72989 -0.0797 0.1595 0.1946
C 3.78006 -2.91562 -2.17763 0.0444 -0.1541 0.0978
C 4.41679 -3.32244 -0.84851 -0.0674 0.0658 -0.0931
C 1.45797 -5.45447 -0.16379 -0.0131 -0.2761 0.0670
C 1.62520 -6.69952 -0.74961 0.0006 0.0212 0.1659
C 1.74984 -7.79212 0.10423 0.0116 0.0041 -0.3134
C 1.71213 -7.64059 1.48255 -0.0379 0.0906 0.2774
C 1.52517 -6.39415 2.07321 -0.0125 -0.0036 -0.1768
C 1.38139 -5.30390 1.22846 0.0999 -0.3077 -0.0091
H -2.24803 -5.90576 3.86842 0.0202 -0.0653 0.0646
H -1.56232 -4.64960 4.90906 -0.0089 -0.0092 0.0627
H -0.50283 -5.70677 3.96750 0.0327 -0.0344 0.0854
H -2.52621 -3.78003 2.72899 -0.0091 0.0015 -0.0838
H -1.30497 -4.70365 1.85968 -0.1130 0.0197 -0.0644
H -0.67705 -2.52484 3.91725 0.0223 0.0748 -0.0044
H -0.80968 -2.24300 2.19120 0.0612 0.1231 0.0735
H 1.25766 -4.03617 3.54383 0.0821 -0.0370 -0.0635
H 1.50597 -2.42895 2.84006 0.0795 -0.1089 -0.0454
H 1.00291 -2.84886 -2.21014 -0.0764 -0.0624 0.0078
H 0.71661 -4.54653 -2.65976 -0.0581 0.0320 0.1073
H 2.66049 -3.76976 -3.80195 -0.0399 -0.0802 -0.0152
H 3.19209 -4.94876 -2.59701 0.0166 -0.0402 -0.1026
H 3.27511 -1.95607 -2.05115 0.0318 0.0523 -0.0947
H 4.57406 -2.78007 -2.91658 -0.0295 0.0282 -0.0217
H 3.72120 -3.19088 -0.02155 0.0245 -0.0050 0.0685
H 5.28707 -2.69880 -0.64356 0.0186 -0.0148 0.0716
H 4.73666 -4.36700 -0.86952 0.0568 -0.0205 0.0043
H 1.65885 -6.81661 -1.82338 0.0351 0.0009 -0.0320
H 1.88927 -8.77879 -0.31787 -0.0073 -0.0009 -0.0060
H 1.82592 -8.50959 2.11696 0.0082 -0.0105 0.0012
H 1.50411 -6.28616 3.14733 -0.0170 0.0106 0.0297
```
Positions in Å, forces in eV/Å.

Net charge: -1
Spin multiplicity: 3
M (g/mol): 966.2
LUMO (spin up / spin down) (eV): 2.23 / 2.23
Frontier orbital gap (spin up / spin down) (eV): 4.81 / 6.73
Total energy (hartree): -6631.0115
F_max (eV/A): 2.6


Record 2
One molecule with the formula C3H4OS in a non-equilibrium geometry. Source: the Open Molecules 2025 dataset; level of theory: the ωB97M-V functional and the def2-TZVPD basis.

Geometry as XYZ:
```
9
Properties=species:S:1:pos:R:3:forces:R:3
C 0.54245 -2.37519 0.06257 1.7077 -1.4557 0.0404
C 0.67381 -1.19785 -0.17894 -0.8736 1.0831 -0.0885
C -0.92566 1.28292 -0.09806 1.7449 -0.0648 -2.4382
O 1.61866 0.98307 0.83140 0.8380 0.6456 0.6715
S 0.88884 0.61413 -0.36906 -1.9133 -1.3448 0.5392
H 0.88945 -3.43884 0.22428 -1.1661 1.8067 -0.2392
H -1.16896 1.56822 0.92287 0.6542 0.5266 -0.1832
H -1.63940 0.56133 -0.40562 -0.5220 -1.0349 -0.2895
H -0.87919 2.00220 -0.98945 -0.4698 -0.1617 1.9875
```
Positions in Å, forces in eV/Å.

Net charge: 0
M (g/mol): 88.1
LUMO (eV): 0.68
Frontier orbital gap (eV): 10.19
Total energy (hartree): -589.9867
F_max (eV/A): 3.0


What is the formula in the first record? C48H68N5O2S2SeSiTi


Among the records above, which one has the highest net charge? C3H4OS


Which of these has the lowest net charge? C48H68N5O2S2SeSiTi